1.
{
  "formula": "C25H27N4O2PRhS",
  "method": "the ωB97M-V functional and the def2-TZVPD basis",
  "e_above_lowest_kcal_mol": 9.9,
  "s_squared": 6.038,
  "gap_ev": [7.384, 6.518],
  "total_charge": 1,
  "multiplicity": 5,
  "species": ["Rh", "O", "C", "O", "C", "C", "C", "C", "C", "C", "S", "H", "H", "H", "H", "C", "C", "C", "C", "N", "C", "C", "C", "C", "C", "C", "N", "H", "H", "H", "H", "H", "H", "H", "H", "C", "P", "C", "C", "H", "H", "H", "H", "H", "H", "H", "H", "H", "N", "C", "C", "C", "C", "C", "N", "H", "H", "H", "H", "H", "H"],
  "positions_angstrom": [[-0.694, -0.298, -0.084], [-1.083, 2.491, 2.078], [-1.585, 1.378, 2.012], [-2.175, 0.854, 0.984], [-1.690, 0.509, 3.294], [-1.708, 1.079, 4.542], [-1.975, 0.371, 5.646], [-2.179, -1.038, 5.602], [-2.158, -1.667, 4.393], [-1.812, -0.906, 3.213], [-1.519, -1.846, 1.839], [-1.541, 2.143, 4.545], [-2.089, 0.930, 6.576], [-2.308, -1.546, 6.549], [-2.216, -2.758, 4.415], [3.503, -0.740, -2.039], [3.563, 0.312, -2.922], [2.466, 1.149, -3.161], [1.307, 0.866, -2.428], [1.276, -0.115, -1.514], [2.324, -0.936, -1.326], [0.045, 1.695, -2.552], [-0.095, 2.737, -3.483], [-1.204, 3.502, -3.494], [-2.232, 3.235, -2.599], [-2.072, 2.171, -1.755], [-0.954, 1.408, -1.721], [4.349, -1.365, -1.927], [4.432, 0.500, -3.524], [2.531, 1.879, -3.948], [2.236, -1.754, -0.580], [0.696, 3.006, -4.182], [-1.275, 4.300, -4.200], [-3.152, 3.799, -2.656], [-2.776, 1.890, -1.017], [-0.932, -1.896, -3.298], [-1.108, -2.285, -1.554], [-0.259, -3.897, -1.376], [-2.946, -2.727, -1.512], [-1.446, -2.668, -3.837], [0.148, -1.933, -3.594], [-1.475, -0.956, -3.576], [-0.582, -4.609, -2.093], [-0.353, -4.309, -0.359], [0.864, -3.827, -1.449], [-3.389, -3.020, -2.460], [-3.579, -1.968, -1.062], [-3.009, -3.684, -0.920], [1.239, 2.420, 0.415], [1.832, 1.407, 1.186], [3.118, 1.570, 1.729], [3.579, 0.516, 2.486], [2.842, -0.687, 2.662], [1.655, -0.780, 2.023], [1.132, 0.276, 1.254], [1.738, 3.226, 0.124], [0.241, 2.641, 0.664], [3.605, 2.521, 1.655], [4.552, 0.649, 3.006], [3.206, -1.509, 3.200], [1.091, -1.705, 2.111]]
}

---

2.
{
  "formula": "C25H27N5O4",
  "method": "the ωB97M-V functional and the def2-TZVPD basis",
  "e_above_lowest_kcal_mol": 22.1,
  "gap_ev": 7.534,
  "species": ["C", "H", "O", "C", "C", "N", "C", "N", "C", "N", "C", "C", "C", "C", "C", "H", "H", "H", "H", "H", "H", "C", "O", "C", "C", "C", "C", "N", "H", "C", "O", "N", "C", "H", "H", "C", "C", "C", "C", "C", "C", "C", "H", "H", "O", "C", "H", "H", "H", "H", "H", "H", "H", "H", "H", "H", "H", "H", "H", "H", "H"],
  "positions_angstrom": [[-4.077, 0.539, -2.048], [-4.438, -0.021, -1.176], [-2.819, 0.077, -2.469], [-1.811, 0.244, -1.502], [-0.497, -0.247, -2.116], [0.632, -0.027, -1.233], [1.347, 1.117, -1.408], [0.926, 1.963, -2.359], [1.592, 3.073, -2.570], [2.712, 3.422, -1.851], [3.376, 4.584, -2.098], [2.959, 5.443, -3.059], [1.812, 5.125, -3.817], [1.132, 3.965, -3.589], [-0.080, 3.564, -4.360], [-0.395, 4.360, -5.028], [-0.890, 3.314, -3.678], [0.133, 2.669, -4.943], [1.476, 5.808, -4.582], [3.498, 6.358, -3.239], [4.241, 4.743, -1.470], [3.228, 2.571, -0.806], [4.216, 2.924, -0.201], [2.471, 1.372, -0.615], [2.834, 0.422, 0.368], [2.115, -0.713, 0.565], [0.930, -0.977, -0.236], [0.217, -2.012, -0.024], [-0.608, -2.136, -0.593], [2.585, -1.609, 1.677], [3.491, -1.258, 2.414], [1.965, -2.798, 1.767], [2.138, -3.655, 2.911], [3.193, -3.639, 3.196], [1.850, -4.668, 2.621], [1.283, -3.178, 4.104], [-0.139, -2.968, 3.675], [-1.038, -4.028, 3.617], [-2.325, -3.841, 3.163], [-2.750, -2.580, 2.746], [-1.860, -1.516, 2.796], [-0.569, -1.719, 3.256], [0.114, -0.882, 3.287], [-2.153, -0.525, 2.485], [-4.046, -2.501, 2.313], [-4.545, -1.247, 1.930], [-4.512, -0.528, 2.755], [-5.582, -1.415, 1.641], [-3.995, -0.836, 1.075], [-3.028, -4.658, 3.120], [-0.724, -5.011, 3.937], [1.704, -2.240, 4.468], [1.343, -3.923, 4.900], [1.128, -2.898, 1.191], [3.702, 0.612, 0.984], [-0.320, 0.317, -3.032], [-0.575, -1.307, -2.369], [-2.054, -0.322, -0.588], [-1.709, 1.306, -1.227], [-4.045, 1.605, -1.793], [-4.757, 0.384, -2.882]]
}

---

3.
{
  "formula": "C25H27N6O5SW",
  "method": "the ωB97M-V functional and the def2-TZVPD basis",
  "e_above_lowest_kcal_mol": 9.4,
  "s_squared": 2.052,
  "gap_ev": [6.853, 5.571],
  "total_charge": 1,
  "multiplicity": 3,
  "species": ["W", "N", "C", "C", "O", "N", "C", "C", "O", "O", "H", "H", "H", "H", "H", "H", "C", "O", "C", "C", "C", "C", "C", "C", "N", "N", "C", "C", "O", "C", "C", "C", "C", "C", "C", "C", "C", "H", "H", "H", "H", "H", "H", "H", "H", "H", "H", "H", "H", "H", "C", "N", "C", "C", "N", "C", "S", "H", "H", "H", "H", "H", "H", "H", "H"],
  "positions_angstrom": [[-0.754, -0.413, 1.409], [0.056, -1.631, -0.253], [-0.954, -2.538, -0.851], [-2.344, -2.023, -0.578], [-3.326, -2.507, -1.086], [-2.346, -0.979, 0.312], [-3.637, -0.498, 0.771], [-3.470, 0.137, 2.141], [-4.345, 0.648, 2.761], [-2.167, 0.120, 2.581], [0.305, -0.931, -0.957], [0.887, -2.161, -0.007], [-0.869, -3.523, -0.391], [-0.821, -2.649, -1.925], [-4.372, -1.302, 0.830], [-4.037, 0.264, 0.098], [-2.582, 3.893, 2.148], [-1.576, 2.965, 1.721], [-0.451, 3.406, 1.201], [-0.091, 4.750, 1.071], [1.090, 5.081, 0.443], [1.967, 4.092, -0.067], [1.652, 2.774, 0.068], [0.442, 2.378, 0.714], [0.111, 1.125, 0.853], [0.818, -0.988, 2.332], [1.044, -2.268, 2.535], [-0.176, -3.082, 2.447], [-1.221, -2.431, 2.190], [-0.108, -4.509, 2.572], [1.104, -5.092, 2.667], [2.346, -4.342, 2.696], [3.574, -5.000, 2.757], [4.753, -4.280, 2.823], [4.722, -2.885, 2.827], [3.517, -2.216, 2.745], [2.320, -2.936, 2.673], [-2.883, 4.528, 1.315], [-2.214, 4.497, 2.978], [-3.415, 3.282, 2.481], [-0.723, 5.530, 1.470], [1.354, 6.126, 0.345], [2.891, 4.388, -0.545], [2.328, 1.992, -0.251], [-1.025, -5.082, 2.563], [1.170, -6.172, 2.731], [3.597, -6.083, 2.755], [5.700, -4.799, 2.874], [5.646, -2.327, 2.893], [3.475, -1.135, 2.739], [-1.910, 0.354, -5.126], [-0.929, 1.293, -4.634], [-0.022, 1.979, -5.548], [0.812, 2.866, -4.611], [0.448, 2.337, -3.300], [-0.616, 1.507, -3.351], [-1.395, 0.846, -2.006], [-1.420, -0.458, -5.668], [-2.604, 0.859, -5.799], [-2.460, -0.053, -4.282], [-0.586, 2.559, -6.279], [0.589, 1.251, -6.088], [0.539, 3.918, -4.700], [1.881, 2.770, -4.790], [0.710, 2.776, -2.434]]
}

---

4.
{
  "formula": "C25H28BeN3O4PS2",
  "method": "the ωB97M-V functional and the def2-TZVPD basis",
  "e_above_lowest_kcal_mol": 19.2,
  "gap_ev": 8.762,
  "species": ["Be", "O", "S", "O", "O", "C", "C", "C", "C", "C", "C", "P", "C", "C", "C", "C", "C", "C", "C", "C", "C", "C", "C", "C", "H", "H", "H", "H", "H", "H", "H", "H", "H", "H", "H", "H", "H", "H", "C", "C", "C", "O", "H", "H", "H", "H", "H", "H", "H", "C", "C", "C", "N", "N", "C", "N", "S", "H", "H", "H", "H", "H", "H", "H"],
  "positions_angstrom": [[1.162, 0.697, -0.330], [1.791, 4.069, 1.756], [1.116, 2.826, 1.817], [1.084, 2.063, 3.079], [1.617, 1.916, 0.709], [-0.542, 3.132, 1.330], [-0.909, 4.477, 1.477], [-2.204, 4.804, 1.223], [-3.196, 3.848, 0.998], [-2.818, 2.525, 0.880], [-1.502, 2.137, 1.025], [-0.963, 0.447, 0.478], [-1.125, -0.784, 1.824], [-1.453, -0.607, 3.215], [-1.394, -1.671, 4.136], [-1.009, -2.931, 3.724], [-0.652, -3.152, 2.420], [-0.681, -2.102, 1.477], [-2.273, -0.049, -0.682], [-3.317, -0.910, -0.357], [-4.382, -1.097, -1.242], [-4.425, -0.363, -2.432], [-3.352, 0.449, -2.765], [-2.258, 0.673, -1.926], [-0.141, 5.211, 1.797], [-2.466, 5.824, 1.181], [-4.199, 4.116, 0.902], [-3.630, 1.857, 0.730], [-1.828, 0.303, 3.585], [-1.538, -1.418, 5.221], [-0.926, -3.703, 4.415], [-0.217, -4.234, 2.070], [-0.315, -2.293, 0.434], [-3.294, -1.333, 0.615], [-5.151, -1.769, -0.970], [-5.191, -0.410, -3.206], [-3.347, 0.772, -3.823], [-1.348, 1.293, -2.098], [1.229, 2.481, -3.564], [1.580, 1.124, -2.852], [3.108, 1.139, -2.429], [0.713, 0.955, -1.754], [1.648, 2.573, -4.591], [1.491, 3.334, -2.928], [0.162, 2.637, -3.737], [1.391, 0.225, -3.549], [3.281, 2.093, -1.870], [3.752, 1.068, -3.302], [3.323, 0.262, -1.831], [4.106, -4.857, -1.052], [2.960, -3.927, -1.440], [2.728, -2.758, -0.516], [2.421, -1.593, -1.000], [2.012, -0.775, 0.057], [2.220, -1.248, 1.235], [2.019, -0.565, 2.375], [2.705, -2.891, 1.223], [4.353, -5.599, -1.812], [3.913, -5.339, -0.083], [5.044, -4.283, -0.936], [2.055, -4.487, -1.544], [3.175, -3.459, -2.432], [1.900, 0.419, 2.416], [1.991, -1.142, 3.230]]
}

---

Q: What is the formula in the fourth record?
A: C25H28BeN3O4PS2